1.
Formula: CH3NS3
Source: the Open Molecules 2025 dataset
Level of theory: ωB97M-V/def2-TZVPD

Last column: natural (NBO) charge in e.
Positions of all 8 atoms, in Å:
C: -0.813780 -1.048204 -0.177099  -0.617
N: 0.671993 2.157545 0.785233  -0.974
S: 0.779323 -0.877497 -0.666473  0.079
S: -1.909409 -1.982710 -0.972651  0.224
S: 0.866378 0.643605 1.145313  0.790
H: -0.317817 2.338863 0.829899  0.345
H: -1.459527 -2.136820 -2.208697  0.064
H: 2.182839 0.905218 1.264476  0.088

Cartesian forces, eV/Å:
0.93 -0.18 0.12
-0.35 -0.34 0.00
-0.62 0.86 0.73
-1.15 0.23 0.38
0.79 0.74 -0.30
-0.66 0.19 -0.12
0.64 -0.44 -0.78
0.42 -1.05 -0.03

E_HOMO: -8.367 eV
energy above the lowest of the compared OMol25 structures with the same formula, charge and spin: 81.2 kcal per mole
net charge: 0

---

2.
Formula: CH3NSSi
Source: the Open Molecules 2025 dataset
Level of theory: ωB97M-V/def2-TZVPD

Last column: natural (NBO) charge in e.
Positions of all 7 atoms, in Å:
C: -3.508429 0.618758 1.481805  0.213
N: -2.447122 0.538039 0.927374  -0.745
Si: -0.242993 0.145051 0.047720  1.168
S: -4.961591 0.766038 2.236282  -0.205
H: 0.257308 1.413082 -0.436990  -0.147
H: -0.525450 -0.934895 -0.879756  -0.144
H: 0.155364 -0.261401 1.386690  -0.140

Cartesian forces, eV/Å:
1.16 0.01 -0.59
0.68 -0.23 -0.27
-3.57 0.20 2.04
1.30 -0.17 -0.68
-0.02 0.24 -0.19
0.03 0.00 -0.27
0.42 -0.05 -0.05

E_HOMO: -8.106 eV
energy above the lowest of the compared OMol25 structures with the same formula, charge and spin: 50.1 kcal per mole
net charge: 0

---

3.
Formula: CH3O3
Source: the Open Molecules 2025 dataset
Level of theory: ωB97M-V/def2-TZVPD

Last column: natural (NBO) charge in e.
Positions of all 7 atoms, in Å:
O: -0.482134 1.019971 -0.879652  -0.775
C: -1.107078 -0.006954 -0.550804  0.625
O: -0.697571 -0.954938 0.190130  -0.805
H: -2.177818 -0.148692 -0.822353  0.011
H: 1.733135 0.682290 0.403939  0.463
H: 0.902059 -0.466551 0.738541  0.504
O: 1.829406 -0.125126 0.920201  -1.022

Cartesian forces, eV/Å:
-0.48 -0.27 -0.27
0.67 -0.38 1.26
-0.06 0.39 -0.44
-0.10 0.35 -0.51
0.21 0.18 -0.07
0.48 -0.27 0.17
-0.72 0.00 -0.15

E_HOMO: -4.567 eV
energy above the lowest of the compared OMol25 structures with the same formula, charge and spin: 0.6 kcal per mole
net charge: -1

---

4.
Formula: CH3O3P
Source: the Open Molecules 2025 dataset
Level of theory: ωB97M-V/def2-TZVPD

Last column: natural (NBO) charge in e.
Positions of all 8 atoms, in Å:
C: 1.074806 -0.733904 0.583463  -0.279
O: -1.060211 2.089263 -1.530848  -0.954
O: 0.783121 0.441117 -0.040421  -0.539
O: -2.853487 0.482767 -0.620794  -0.909
P: -1.409306 0.932259 -0.738334  2.116
H: 1.600838 -1.429032 -0.085342  0.170
H: 0.181765 -1.253083 0.955145  0.203
H: 1.682473 -0.529387 1.477132  0.191

Cartesian forces, eV/Å:
0.06 -1.34 0.59
0.87 0.54 -0.23
-3.68 1.49 -1.29
3.40 -0.39 0.78
-0.73 -0.41 0.15
-0.05 0.07 0.07
0.13 -0.01 0.04
0.00 0.05 -0.10

E_HOMO (alpha / beta): -11.124 / -11.134 eV
energy above the lowest of the compared OMol25 structures with the same formula, charge and spin: 93.6 kcal per mole
net charge: 0

---

5.
Formula: CH3O3P
Source: the Open Molecules 2025 dataset
Level of theory: ωB97M-V/def2-TZVPD

Last column: natural (NBO) charge in e.
Positions of all 8 atoms, in Å:
C: 1.877650 0.459961 -0.275051  0.295
O: -1.865547 1.242063 -0.070932  -1.000
O: 1.313187 0.649065 0.781557  -0.509
O: -1.726490 -1.185683 0.049792  -1.021
P: -2.009233 0.177927 0.928152  1.515
H: 2.501590 -0.491896 -0.553618  0.103
H: 1.954993 1.203845 -1.219164  0.111
H: -2.046151 -2.055281 0.359262  0.507

Cartesian forces, eV/Å:
0.78 0.09 -1.13
-0.06 0.10 0.59
0.89 -0.27 -1.90
-0.40 -0.21 0.43
0.23 -0.52 -1.24
-1.07 1.04 0.92
-0.65 -0.90 2.14
0.29 0.66 0.18

E_HOMO: -10.204 eV
energy above the lowest of the compared OMol25 structures with the same formula, charge and spin: 33.4 kcal per mole
SMILES: O=PO.C=O
net charge: 0

---

6.
Formula: CH3O3S3
Source: the Open Molecules 2025 dataset
Level of theory: ωB97M-V/def2-TZVPD

Last column: Löwdin spin population.
Positions of all 10 atoms, in Å:
C: 2.006084 0.749713 -0.011690  0.596
O: -1.285156 -0.266494 -1.286074  0.009
O: -1.411102 -1.373184 1.046406  0.015
O: -2.602647 0.746493 0.480176  0.003
S: 1.242245 2.163390 0.491351  0.994
S: 1.532372 -0.858052 0.337443  0.290
S: -1.297175 0.128445 0.347118  0.032
H: 2.759671 0.936311 -0.664999  0.053
H: -0.468743 -1.736842 1.145691  0.004
H: -0.475548 -0.489780 -1.885425  0.002

Cartesian forces, eV/Å:
-1.71 -1.00 1.42
0.53 -0.42 -1.34
0.41 0.03 -0.27
-0.03 -0.84 -0.03
-0.56 0.86 0.43
0.65 -0.58 -0.07
1.06 -0.29 -0.56
2.35 0.40 -1.92
-1.26 1.22 -0.42
-1.44 0.62 2.77

E_HOMO (alpha / beta): -1.713 / -3.828 eV
net charge: -1
spin multiplicity: 3

---

7.
Formula: CH3O4S2
Source: the Open Molecules 2025 dataset
Level of theory: ωB97M-V/def2-TZVPD

Last column: natural (NBO) charge in e.
Positions of all 10 atoms, in Å:
C: 2.216036 0.068400 -0.153069  -1.152
O: -0.245954 -1.017124 -0.566558  -1.031
O: 0.154588 1.088796 1.027090  -1.030
O: -3.103754 1.459632 -0.022220  -0.889
O: -3.106604 -0.905874 0.287575  -0.876
S: 0.627541 0.598794 -0.288276  1.362
S: -2.433256 0.328231 0.524369  1.742
H: 0.473912 -1.648374 -0.403666  0.464
H: 2.551235 -0.195184 -1.137499  0.192
H: 2.866252 0.222704 0.732253  0.219

Cartesian forces, eV/Å:
-0.75 0.52 0.36
0.29 0.53 0.12
-0.01 0.14 0.34
-0.22 1.23 -0.46
-0.38 -0.86 0.05
1.38 -0.87 -0.12
-0.12 -0.64 0.53
-0.10 0.20 0.17
0.71 -0.06 -0.22
-0.79 -0.19 -0.77

E_HOMO: -3.074 eV
energy above the lowest of the compared OMol25 structures with the same formula, charge and spin: 69.5 kcal per mole
net charge: -1

---

8.
Formula: CH3O4Si
Source: the Open Molecules 2025 dataset
Level of theory: ωB97M-V/def2-TZVPD

Last column: natural (NBO) charge in e.
Positions of all 9 atoms, in Å:
C: 0.481132 -0.772887 -0.516989  0.247
O: 0.670061 -1.378673 0.572057  -0.740
O: 0.526270 -1.613980 -1.626011  -0.765
O: 0.658613 0.390284 2.257061  -1.186
O: 0.672784 2.979356 1.919319  -1.266
Si: 0.027877 1.645669 1.645856  2.007
H: 0.730494 -0.364742 1.446977  0.509
H: 0.283245 -0.946440 -2.325302  0.473
H: -1.317604 1.549882 0.899255  -0.278

Cartesian forces, eV/Å:
0.14 0.06 1.05
0.12 0.21 -1.48
-0.55 1.20 -0.72
0.58 -2.73 0.00
0.02 1.79 -0.11
-1.47 1.42 -1.24
-0.24 -0.61 0.98
0.49 -1.29 0.88
0.91 -0.05 0.65

E_HOMO: -4.007 eV
energy above the lowest of the compared OMol25 structures with the same formula, charge and spin: 60.7 kcal per mole
net charge: -1

---

9.
Formula: CH3OS
Source: the Open Molecules 2025 dataset
Level of theory: ωB97M-V/def2-TZVPD

Last column: natural (NBO) charge in e.
Positions of all 6 atoms, in Å:
S: -1.297449 -0.142558 -1.761945  -1.008
H: -0.357653 0.734832 -1.382824  0.072
O: 1.566892 -0.551493 0.891039  -0.578
C: 0.435886 -0.151623 0.786482  0.279
H: -0.451259 -0.786476 0.639850  0.145
H: 0.103583 0.897318 0.827397  0.090

Cartesian forces, eV/Å:
-0.12 0.01 -0.10
0.03 0.12 -0.15
0.24 0.26 0.05
-1.03 -0.45 0.09
0.29 -0.37 0.09
0.59 0.43 0.01

E_HOMO: -2.756 eV
energy above the lowest of the compared OMol25 structures with the same formula, charge and spin: 2.9 kcal per mole
net charge: -1

---

10.
Formula: CH3OS2
Source: the Open Molecules 2025 dataset
Level of theory: ωB97M-V/def2-TZVPD

Last column: natural (NBO) charge in e.
Positions of all 7 atoms, in Å:
C: -0.164200 -1.995453 -0.080243  -0.529
O: -0.493239 2.958025 -1.235238  -0.969
S: 1.085742 3.037526 1.330944  -0.668
S: -0.119693 2.186993 -0.005580  0.647
H: -0.450567 -2.836576 0.680615  0.144
H: 0.255301 -2.401150 -1.027618  0.165
H: -0.113343 -0.949363 0.337120  0.210

Cartesian forces, eV/Å:
-0.20 -1.42 1.72
0.12 0.50 -0.19
-0.11 0.15 -0.30
-0.01 -0.67 0.50
0.47 1.76 -1.49
-0.35 0.96 0.80
0.07 -1.27 -1.04

E_HOMO (alpha / beta): -3.845 / -2.200 eV
energy above the lowest of the compared OMol25 structures with the same formula, charge and spin: 37.8 kcal per mole
net charge: -1